24
Properties=species:S:1:pos:R:3:nbo_charge:R:1 method="wB97M-V/def2-TZVPD" charge=0 multiplicity=3 homo_ev="-9.3780 / -9.9724" homo_lumo_gap_ev="9.80 / 10.36"
Ni -0.224 4.185 11.002 1.507
C -0.657 4.605 7.167 -0.722
C -0.379 4.484 8.598 0.767
O 0.686 3.998 9.051 -0.765
O -1.240 4.887 9.393 -0.796
H 0.318 5.036 6.848 0.238
H -1.519 5.296 7.062 0.234
H -0.780 3.615 6.847 0.237
C 2.094 2.642 14.173 -0.736
C 1.338 3.583 13.304 0.801
O 1.205 4.779 13.656 -0.764
O 0.776 3.067 12.258 -0.814
H 3.181 2.633 13.912 0.243
H 2.278 2.994 15.218 0.235
H 1.726 1.623 14.172 0.237
O -1.403 2.498 10.560 -0.916
H -2.116 2.830 10.116 0.488
H -1.768 2.272 11.414 0.494
O -1.350 4.926 12.639 -1.006
H -1.592 5.900 12.662 0.497
H -0.419 5.067 13.114 0.514
O 1.036 5.947 11.328 -0.996
H 1.694 6.134 10.613 0.503
H 1.526 5.687 12.152 0.519

---

21
Properties=species:S:1:pos:R:3:nbo_charge:R:1 method="wB97M-V/def2-TZVPD" charge=+1 multiplicity=1 homo_ev=-13.5058 homo_lumo_gap_ev=9.54
C 1.171 1.062 -0.966 -0.420
C 1.472 -0.429 -0.593 -0.498
C -0.004 1.472 -0.069 -0.259
C 0.203 -0.899 0.026 0.078
C -0.133 0.289 2.110 -0.420
C -1.519 -1.472 -1.269 -0.220
N -0.377 0.302 0.690 -0.439
Cl -0.953 -1.855 -2.842 0.122
Cl -2.211 -2.797 -0.393 0.085
Cl -2.690 -0.091 -1.223 0.022
H 2.047 1.717 -0.655 0.250
H 0.952 0.993 -2.005 0.246
H 1.811 -1.094 -1.370 0.268
H 2.260 -0.565 0.073 0.247
H 0.128 2.321 0.599 0.243
H -0.815 1.873 -0.757 0.263
H 0.222 -1.846 0.558 0.243
H 0.984 0.554 2.180 0.223
H -0.648 1.034 2.743 0.254
H -0.412 -0.717 2.436 0.236
H -1.488 0.149 0.727 0.475

---

Energy relative to the best compared isomer or geometry (same formula, charge and spin) across the listed records, respectively: 11.9 0.0 kJ/mol.